C25H24Cl2N2O3Pd as an isolated structure, computed with wB97M-V/def2-TZVPD.

The geometry in XYZ format:
```
57
Properties=species:S:1:pos:R:3:mulliken_charge:R:1
Pd -0.180 0.043 0.461 0.920
Cl -4.041 -3.540 0.200 -0.293
C -3.130 -2.836 -1.116 0.308
C -3.318 -3.345 -2.404 -0.572
C -2.624 -2.868 -3.477 0.814
Cl -2.895 -3.549 -5.073 -0.357
C -1.687 -1.819 -3.306 0.128
C -0.908 -1.235 -4.330 -0.960
C -0.042 -0.219 -4.044 -0.816
C 0.071 0.228 -2.710 -0.855
N -0.631 -0.314 -1.751 0.297
C -1.500 -1.310 -2.006 0.260
C -2.204 -1.821 -0.817 0.401
O -1.951 -1.370 0.331 -0.689
H -4.032 -4.148 -2.542 0.406
H -1.006 -1.616 -5.339 0.359
H 0.570 0.232 -4.815 0.389
H 0.748 1.025 -2.428 0.455
C 0.973 -4.549 -2.545 -0.625
C 0.220 -4.313 -1.399 -0.345
C 0.516 -3.260 -0.551 -0.436
C 1.578 -2.370 -0.812 0.124
C 2.338 -2.633 -1.974 0.062
C 2.037 -3.692 -2.813 -0.637
N 1.727 -1.256 -0.020 0.086
C 2.976 -0.784 0.255 -0.143
C 3.153 0.569 0.634 -0.496
C 4.394 1.085 0.949 -0.650
C 5.544 0.296 0.910 -0.483
C 5.393 -1.043 0.565 -0.526
C 4.153 -1.574 0.254 -0.316
H 0.725 -5.360 -3.219 0.382
H -0.629 -4.948 -1.165 0.368
H -0.092 -3.072 0.327 0.340
H 3.155 -1.964 -2.220 0.492
H 2.634 -3.838 -3.709 0.306
H 2.276 1.201 0.716 0.404
H 4.461 2.129 1.239 0.349
H 6.515 0.708 1.158 0.337
H 6.261 -1.696 0.548 0.310
H 4.071 -2.625 0.009 0.409
C -0.487 0.711 3.301 -0.677
O 0.475 0.300 2.401 -0.655
H -0.107 0.666 4.340 0.268
H -1.397 0.082 3.278 0.182
H -0.837 1.744 3.125 0.194
C -2.996 3.302 -0.597 -1.763
C -2.576 1.911 -0.108 1.549
C -3.449 1.492 1.080 -1.469
O -1.239 1.919 0.198 -0.866
H -4.054 3.344 -0.883 0.397
H -2.387 3.591 -1.458 0.370
H -2.818 4.030 0.201 0.364
H -2.810 1.200 -0.934 -0.332
H -3.298 2.196 1.907 0.326
H -3.163 0.497 1.420 0.221
H -4.515 1.472 0.820 0.386
```

The highest occupied orbital energy (spin up / spin down) is -0.94 / -0.89 eV. As for the spin multiplicity: 3. As for the molar mass: 577.80 g mol⁻¹. As for the charge: -2.

---

A single C9H18N2O4 molecule, computed with wB97M-V/def2-TZVPD.

The geometry in XYZ format:
```
33
Properties=species:S:1:pos:R:3:mulliken_charge:R:1
C -1.700 0.420 -2.552 0.116
C -1.226 0.834 -1.143 0.455
C -0.448 0.147 -3.437 -0.981
C 0.219 0.332 0.691 -1.477
C 1.342 1.485 1.104 0.710
C 0.665 -1.037 1.299 0.508
C 1.892 -1.632 0.591 -1.374
C 0.812 -1.052 2.809 -0.886
C -0.531 -0.770 3.572 -1.043
H -1.508 2.150 -2.939 0.388
H -3.013 1.720 -2.609 0.338
H -2.274 -0.601 -2.109 0.306
H 0.284 0.904 -3.165 0.469
H -0.769 0.127 -4.460 0.488
H 0.677 -1.142 -3.661 0.308
H 0.576 -0.223 -1.368 0.442
H -0.719 0.728 1.166 0.841
H -0.170 -1.814 1.181 0.250
H 1.746 -2.256 -0.399 0.270
H 2.713 -0.875 0.649 0.337
H 2.299 -2.308 1.513 0.382
H 1.620 -0.445 3.205 0.473
H 1.217 -2.004 3.472 0.333
H -0.722 0.243 3.092 0.225
H -0.615 -0.699 4.784 0.309
H -1.246 -1.349 3.021 0.320
H -0.167 2.499 0.627 0.412
N -2.331 1.491 -3.264 -0.688
N -0.052 0.390 -0.713 0.056
O -1.725 1.829 -0.584 -0.726
O -0.005 -1.080 -3.010 -0.490
O 2.444 1.201 1.651 -0.532
O 0.713 2.789 0.983 -0.540
```

The highest occupied orbital energy is -9.68 eV. As for the spin multiplicity: 1. As for the molar mass: 218.25 g mol⁻¹. Its structure (SMILES) is CC[C@H](C)[C@H](NC(=O)[C@@H](N)CO)C(=O)O.

---

An isolated ion of composition C2H7N2O2 and charge +1, computed with wB97M-V/def2-TZVPD.

The geometry in XYZ format:
```
13
Properties=species:S:1:pos:R:3:mulliken_charge:R:1
C 0.070 -1.254 0.369 -0.753
C -0.402 0.993 -0.798 -0.614
N 1.570 -0.198 -0.766 -0.006
N 0.540 0.202 0.103 0.461
O 2.812 -0.095 -0.352 -0.241
O 1.018 0.871 1.205 -0.427
H 0.828 -1.544 1.157 0.374
H -1.008 -1.157 0.854 0.359
H -0.020 -1.756 -0.516 0.413
H -1.128 1.521 -0.054 0.341
H 0.265 1.549 -1.378 0.328
H -0.895 0.338 -1.378 0.345
H 2.008 0.919 1.484 0.421
```

The highest occupied orbital energy is -16.60 eV. As for the spin multiplicity: 1. As for the molar mass: 91.09 g mol⁻¹. Its structure (SMILES) is C[N+](C)(O)N=O. As for the charge: +1.

---

A single C4H8 molecule, computed with wB97M-V/def2-TZVPD.

The geometry in XYZ format:
```
12
Properties=species:S:1:pos:R:3:mulliken_charge:R:1
C -1.607 -0.118 -0.091 -1.119
C -0.079 -0.111 0.374 0.191
C 1.202 -0.639 -0.059 -0.501
C 0.740 0.853 -0.192 -0.539
H -1.981 -1.007 0.518 0.296
H -1.787 -0.479 -1.145 0.332
H -2.137 0.938 0.178 0.272
H -0.206 0.265 1.426 0.176
H 2.224 -1.076 0.278 0.284
H 0.755 -1.477 -0.934 0.158
H 1.271 1.486 0.509 0.203
H 0.321 1.439 -1.020 0.247
```

The highest occupied orbital energy is -9.75 eV. As for the spin multiplicity: 1. As for the molar mass: 56.11 g mol⁻¹. Its structure (SMILES) is CC1CC1.

---

An isolated ion of composition C20H32NO4 and charge +1, computed with wB97M-V/def2-TZVPD.

The geometry in XYZ format:
```
57
Properties=species:S:1:pos:R:3:mulliken_charge:R:1
C -1.420 3.787 3.059 -1.135
C -1.241 4.771 1.915 -0.480
N -0.704 4.112 0.699 0.757
C 0.751 3.846 0.795 -0.782
H 1.018 3.684 1.841 0.407
C 1.161 2.605 -0.002 -0.700
H 2.237 2.627 -0.185 0.405
H 0.637 2.561 -0.963 0.375
O 0.955 1.375 0.692 -0.360
C -0.280 0.894 0.835 -0.690
O -1.275 1.571 0.616 -0.834
C -0.301 -0.545 1.240 2.867
C -0.047 -1.261 -0.085 -1.077
C -0.868 -0.972 -1.167 -0.520
C -0.669 -1.603 -2.376 -1.198
C 0.342 -2.544 -2.561 0.490
C 1.173 -2.849 -1.462 0.601
C 0.966 -2.195 -0.254 0.427
H 1.602 -2.443 0.576 0.380
O 2.156 -3.782 -1.637 -0.520
C 2.957 -4.158 -0.543 -0.925
H 3.553 -3.320 -0.169 0.327
H 3.625 -4.927 -0.928 0.260
H 2.358 -4.578 0.271 0.357
O 0.402 -3.051 -3.812 -0.475
C 1.292 -4.091 -4.164 -0.737
H 2.334 -3.780 -4.069 0.253
H 1.123 -4.986 -3.564 0.279
H 1.071 -4.307 -5.208 0.303
H -1.302 -1.389 -3.222 0.442
H -1.678 -0.264 -1.070 0.577
C -1.635 -0.999 1.852 -0.782
C -1.261 -2.322 2.514 -0.668
H -1.266 -3.112 1.762 0.312
C 0.164 -2.114 3.055 -0.697
H 0.157 -1.985 4.136 0.443
H 0.789 -2.977 2.834 0.197
C 0.697 -0.844 2.371 -1.360
H 1.719 -0.938 2.014 0.489
H 0.676 -0.009 3.074 0.465
H -1.962 -2.596 3.298 0.488
H -1.961 -0.272 2.599 0.359
H -2.420 -1.110 1.109 0.363
H 1.300 4.717 0.432 0.383
C -1.066 4.845 -0.541 -0.447
C -2.491 4.537 -0.969 -1.144
H -2.627 3.466 -1.103 0.253
H -2.696 5.026 -1.916 0.422
H -3.223 4.891 -0.248 0.335
H -0.382 4.539 -1.334 0.393
H -0.929 5.915 -0.367 0.345
H -1.143 3.129 0.630 -0.035
H -2.212 5.198 1.664 0.452
H -0.569 5.586 2.196 0.332
H -1.884 4.296 3.899 0.457
H -2.069 2.968 2.759 0.247
H -0.474 3.376 3.405 0.322
```

The highest occupied orbital energy is -10.22 eV. As for the spin multiplicity: 1. As for the molar mass: 350.48 g mol⁻¹. Its structure (SMILES) is CC[NH+](CC)CCOC(=O)C1(c2ccc(OC)c(OC)c2)CCCC1. As for the charge: +1.

---

A 2-piece molecular cluster, C2H6OS2 overall, computed with wB97M-V/def2-TZVPD.

The geometry in XYZ format:
```
11
Properties=species:S:1:pos:R:3:mulliken_charge:R:1
C -1.214 0.630 -0.201 -0.714
C -0.515 -0.561 0.159 -0.516
O 1.798 -1.782 -0.106 -0.567
S 2.126 1.122 0.274 -0.256
S 1.190 -0.482 -0.276 0.429
H -0.378 1.412 -0.291 0.201
H -1.907 0.611 -0.942 0.344
H -1.821 0.984 0.656 0.295
H -0.944 -1.406 0.641 0.450
H 0.495 0.027 1.857 0.163
H 1.169 -0.555 -1.771 0.172
```

The highest occupied orbital energy (spin up / spin down) is -9.22 / -9.13 eV. As for the spin multiplicity: 1. As for the molar mass: 110.20 g mol⁻¹.

---

Number 1: DFT total energy -2350.54266 a.u.. Number 2: DFT total energy -764.05509 a.u.. Number 3: DFT total energy -339.88406 a.u.. Number 4: DFT total energy -157.06467 a.u.. Number 5: DFT total energy -1136.77923 a.u.. Number 6: DFT total energy -951.18337 a.u..